[1]
Entry from the OMol25 dataset: 6 unconnected molecules or ions with the total composition C23H30F5O19P in a non-equilibrium geometry (the ωB97M-V functional and the def2-TZVPD basis).

Last column: Löwdin charge in e.
Atoms and positions in Å:
C1 2.72 -0.49 -2.33  -0.161
C2 2.38 -1.67 -3.26  -0.417
P1 1.74 -3.12 -2.29  1.020
C3 3.10 -4.37 -2.22  -0.230
C4 0.35 -3.97 -3.23  -0.447
C5 -0.72 -2.96 -3.69  -0.167
C6 -1.39 -2.38 -2.42  -0.096
C7 -1.75 -0.92 -2.51  -0.560
O1 -1.96 -0.31 -1.55  0.158
O2 -1.87 -0.32 -3.74  0.073
O3 0.75 -4.87 -4.29  -0.031
C8 1.60 -4.33 -5.18  -0.426
O4 2.39 -4.99 -5.70  0.140
H1 3.51 0.09 -2.81  0.066
H2 1.85 0.14 -2.15  0.059
H3 3.12 -0.85 -1.40  0.055
H4 3.32 -1.98 -3.72  0.071
H5 1.74 -1.36 -4.08  0.054
H6 2.95 -4.95 -1.33  0.009
H7 4.05 -3.86 -2.12  0.048
H8 3.14 -5.00 -3.10  0.032
H9 -0.14 -4.59 -2.49  0.121
H10 -0.32 -2.20 -4.33  0.085
H11 -1.48 -3.56 -4.18  0.125
H12 -2.34 -2.89 -2.24  0.134
H13 -0.79 -2.51 -1.53  0.090
H14 -0.97 -0.20 -4.08  0.111
H15 1.53 -3.27 -5.44  0.139
O5 2.33 -3.94 0.56  0.119
C9 1.94 -3.27 1.46  -0.541
O6 1.26 -3.75 2.53  0.079
C10 1.08 -2.66 3.44  -0.044
C11 1.20 -1.46 2.53  -0.313
F1 1.75 -0.40 3.17  0.079
O7 2.10 -1.92 1.54  0.124
H16 1.88 -2.68 4.19  0.144
H17 0.12 -2.72 3.94  0.141
H18 0.27 -1.16 2.06  0.174
O8 4.41 -1.22 5.35  0.169
C12 4.27 -0.06 5.53  -0.552
O9 3.22 0.50 6.19  0.070
C13 3.48 1.90 6.30  -0.047
C14 4.44 2.14 5.17  -0.314
F2 5.33 3.12 5.47  0.077
O10 5.13 0.90 5.09  0.137
H19 3.93 2.11 7.28  0.145
H20 2.56 2.48 6.21  0.139
H21 3.96 2.35 4.22  0.131
O11 -7.70 0.10 -4.93  0.192
C15 -6.87 0.30 -4.11  -0.539
O12 -5.70 -0.39 -3.99  0.079
C16 -4.92 0.25 -2.98  -0.060
C17 -5.97 0.96 -2.17  -0.306
F3 -5.50 2.12 -1.64  0.061
O13 -6.96 1.27 -3.14  0.134
H22 -4.22 0.95 -3.44  0.143
H23 -4.36 -0.47 -2.40  0.122
H24 -6.42 0.36 -1.38  0.177
O14 -7.04 2.73 4.60  0.187
C18 -6.55 3.06 3.58  -0.543
O15 -6.86 2.54 2.36  0.070
C19 -6.15 3.29 1.37  -0.055
C20 -5.01 3.85 2.17  -0.316
F4 -4.62 5.07 1.70  0.075
O16 -5.57 4.01 3.46  0.131
H25 -6.80 4.07 0.97  0.150
H26 -5.83 2.65 0.56  0.115
H27 -4.13 3.20 2.23  0.174
O17 2.41 3.43 3.53  0.162
C21 2.91 3.76 2.51  -0.542
O18 2.57 3.27 1.29  0.082
C22 3.30 4.02 0.31  -0.047
C23 4.46 4.54 1.10  -0.309
F5 4.88 5.75 0.66  0.084
O19 3.91 4.68 2.40  0.143
H28 2.67 4.83 -0.07  0.147
H29 3.60 3.38 -0.52  0.140
H30 5.32 3.86 1.15  0.177

## Properties
Gap between HOMO and LUMO: 8.29 eV



[2]
Entry from the OMol25 dataset: a single C7H14O5 molecule in a non-equilibrium geometry (the ωB97M-V functional and the def2-TZVPD basis).

Last column: natural (NBO) charge in e.
Atoms and positions in Å:
C1 0.82 1.46 1.03  -0.638
C2 0.43 1.21 -0.45  0.054
O1 -0.97 1.05 -0.83  -0.527
C3 -1.42 -0.31 -0.32  0.035
C4 -1.62 -0.23 1.28  -0.107
O2 -2.48 0.76 1.47  -0.683
C5 -0.75 -1.44 -0.91  0.025
O3 -0.88 -1.49 -2.34  -0.698
C6 0.74 -1.28 -0.63  0.061
O4 1.08 -1.46 0.71  -0.718
C7 1.36 0.10 -0.97  0.041
O5 2.62 0.37 -0.43  -0.711
H1 0.04 1.67 1.54  0.193
H2 1.62 0.51 1.38  0.250
H3 1.56 2.34 0.94  0.183
H4 0.71 2.13 -0.82  0.177
H5 -2.54 -0.29 -0.73  0.197
H6 -1.92 -1.28 1.67  0.155
H7 -0.42 -0.17 1.55  0.220
H8 -2.24 1.06 2.46  0.476
H9 -1.13 -2.39 -0.31  0.200
H10 -1.60 -0.66 -2.41  0.485
H11 1.16 -2.01 -1.33  0.182
H12 2.00 -1.38 0.80  0.485
H13 1.36 0.23 -1.99  0.177
H14 2.46 1.49 -0.35  0.487

## Properties
Energy above the lowest of the compared OMol25 structures with the same formula, charge and spin: 429.76 kJ/mol
Gap between HOMO and LUMO: 10.30 eV